# C40H43BCdF10N11O6PS3

A structure of composition C40H43BCdF10N11O6PS3 (the ωB97M-V functional and the def2-TZVPD basis, the OMol25 dataset).

The geometry in XYZ format:
```
116
Properties=species:S:1:pos:R:3:forces:R:3:lowdin_charge:R:1
Cd -0.95024 -1.63935 0.76358 0.39 0.11 0.03 1.452
N -0.14051 3.19658 -6.74926 -0.12 0.05 0.02 0.078
C -0.72825 2.55967 -5.64046 0.08 0.02 -0.01 -0.345
C -1.42600 1.36586 -5.80058 -0.04 -0.08 -0.02 -0.042
C -2.03219 0.75028 -4.71910 0.01 -0.02 0.14 -0.058
C -1.94247 1.31563 -3.45008 -0.01 0.14 -0.13 -0.260
C -1.26982 2.51964 -3.29165 0.01 -0.07 -0.03 -0.075
C -0.66300 3.13630 -4.37652 0.04 0.00 0.07 -0.053
S -2.79775 0.61460 -2.04747 0.33 -0.26 0.27 0.574
O -4.04800 0.11393 -2.55049 -0.09 -0.02 -0.10 -0.303
O -2.83536 1.68888 -1.08091 -0.06 0.20 -0.09 -0.356
N -1.88102 -0.52754 -1.37960 -0.06 -0.52 -0.66 -0.125
C -1.73218 -1.73557 -2.00870 0.04 0.36 0.25 -0.485
N -1.19855 -2.68272 -1.19769 -0.39 0.05 0.12 0.017
C -1.09422 -3.93064 -1.63186 0.14 0.06 0.38 -0.121
C -1.45080 -4.26931 -2.91997 -0.02 0.03 -0.19 -0.055
C -1.89508 -3.22700 -3.71481 0.01 -0.01 0.01 -0.130
N -2.03586 -1.97954 -3.29221 -0.07 0.14 -0.01 0.134
H 0.08661 2.57231 -7.50626 0.04 -0.03 0.01 0.073
H 0.63599 3.79397 -6.51519 0.04 -0.02 0.01 0.073
H -1.49591 0.91713 -6.78681 0.00 0.00 0.02 0.104
H -2.56885 -0.17996 -4.83355 -0.02 0.01 -0.01 0.094
H -1.23729 2.97270 -2.30919 0.00 -0.01 -0.04 0.091
H -0.12823 4.07151 -4.24060 -0.04 0.00 0.00 0.107
H -0.70299 -4.65388 -0.92318 -0.05 0.02 -0.05 0.106
H -1.38826 -5.28695 -3.27363 -0.01 0.01 -0.01 0.098
H -2.15697 -3.40036 -4.75624 0.00 -0.01 0.01 0.103
C 6.02953 -0.74616 -1.41654 -0.02 0.00 0.02 -0.047
C 5.69993 0.40504 -0.50630 0.05 -0.03 -0.04 -0.217
C 6.58654 1.45556 -0.32276 0.03 0.02 0.01 -0.068
C 6.28809 2.53158 0.50406 -0.05 -0.04 0.00 -0.114
C 5.05853 2.55893 1.14532 0.00 -0.03 -0.02 -0.095
C 4.14768 1.52613 0.97521 0.00 0.05 0.02 -0.044
C 4.46546 0.43399 0.16387 -0.07 0.00 -0.01 -0.205
N 3.59616 -0.64112 -0.03186 0.04 -0.05 0.11 0.142
C 2.27628 -0.71872 0.48587 0.06 0.12 0.02 -0.381
N 2.28817 -0.70205 1.84330 -0.14 -0.07 0.01 0.135
C 1.28888 -0.70235 2.85862 0.15 0.05 -0.17 -0.261
C -0.06117 -0.95448 2.62306 -0.27 -0.13 0.14 -0.206
C -0.89014 -0.91981 3.75327 0.02 -0.04 0.04 -0.168
C -0.42279 -0.64399 5.03021 0.03 0.01 -0.04 -0.112
C 0.92998 -0.40658 5.21804 0.01 0.00 0.00 -0.091
C 1.80289 -0.43272 4.14132 0.02 0.02 0.05 -0.236
C 3.27654 -0.19402 4.37028 -0.06 0.00 0.04 -0.053
N 1.26658 -0.82702 -0.28474 -0.07 -0.08 0.14 0.112
C 1.49531 -0.83158 -1.67760 -0.03 0.03 0.01 -0.267
C 1.60667 -2.05003 -2.34205 -0.02 -0.10 -0.02 -0.039
C 1.77006 -2.08436 -3.72148 0.01 0.04 0.03 -0.093
C 1.83049 -0.89818 -4.43956 -0.02 0.01 0.06 -0.103
C 1.74288 0.31591 -3.76681 -0.04 -0.03 -0.02 -0.054
C 1.58060 0.37216 -2.38728 0.00 0.07 -0.03 -0.203
C 1.51196 1.68074 -1.65073 -0.05 -0.07 -0.08 -0.034
H 7.05007 -0.66290 -1.78905 -0.01 0.01 -0.01 0.071
H 5.35895 -0.77697 -2.28296 0.02 0.00 0.02 0.084
H 5.92862 -1.70378 -0.89790 0.01 0.03 -0.01 0.087
H 7.53898 1.42464 -0.84216 -0.01 0.00 0.00 0.101
H 7.00027 3.33624 0.63628 -0.01 -0.01 0.00 0.089
H 4.79072 3.39643 1.77874 0.00 -0.01 -0.01 0.099
H 3.17417 1.57660 1.44923 0.04 -0.01 -0.02 0.094
H 3.67832 -1.10457 -0.92285 0.00 0.03 -0.06 0.114
H 3.22465 -0.77440 2.19691 0.02 -0.04 0.01 0.106
H -1.94556 -1.13329 3.63029 0.01 0.02 -0.01 0.069
H -1.10462 -0.62581 5.87291 0.00 -0.02 0.00 0.093
H 1.32036 -0.19294 6.20820 0.00 -0.02 -0.01 0.097
H 3.45815 0.02279 5.42281 0.01 0.00 0.00 0.070
H 3.66134 0.64827 3.78677 -0.01 -0.02 0.00 0.066
H 3.87561 -1.07631 4.11562 0.01 0.02 0.01 0.085
H 1.53677 -2.95976 -1.75355 0.03 0.07 -0.05 0.106
H 1.83320 -3.03931 -4.23033 -0.01 0.01 0.01 0.096
H 1.92905 -0.91543 -5.51888 0.01 0.01 0.02 0.089
H 1.77909 1.24695 -4.32297 -0.01 -0.01 -0.01 0.100
H 1.41462 2.51081 -2.34962 0.02 0.01 -0.02 0.068
H 2.40991 1.84195 -1.04778 -0.04 0.01 0.00 0.068
H 0.66320 1.68757 -0.96371 0.02 -0.03 -0.04 0.034
C -0.67908 5.00323 2.94437 0.02 -0.09 -0.05 -0.223
N -0.74628 3.84632 3.83306 0.05 -0.05 0.00 -0.154
C -2.12523 3.34649 3.82687 0.06 -0.03 -0.11 -0.202
N -2.64142 3.04230 2.50112 0.02 -0.01 0.00 -0.139
C -2.51934 4.22281 1.65825 0.09 -0.07 -0.02 -0.196
N -1.15624 4.76858 1.58374 0.05 -0.07 -0.04 -0.155
C -0.26566 3.82485 0.88261 -0.19 0.02 0.11 -0.342
P -0.11795 2.14219 1.67884 -0.06 0.12 -0.04 1.038
C 0.18532 2.78796 3.40073 -0.10 0.07 -0.03 -0.328
C -1.95356 1.88795 1.90005 0.05 0.02 0.09 -0.317
H 0.35753 5.34825 2.89597 0.02 0.02 0.01 0.114
H -1.28901 5.79802 3.38257 -0.05 0.02 0.02 0.113
H -2.75948 4.11777 4.27435 -0.02 0.03 0.01 0.115
H -2.17470 2.44598 4.44159 0.00 -0.01 0.01 0.124
H -3.16874 5.00531 2.06085 -0.02 0.03 0.04 0.116
H -2.85198 3.96719 0.65118 -0.01 0.00 -0.01 0.121
H 0.73055 4.27096 0.80749 0.04 0.03 -0.02 0.075
H -0.63964 3.68296 -0.13592 0.01 0.03 0.02 0.063
H 1.20860 3.17105 3.47033 0.02 0.02 0.01 0.076
H 0.10789 1.94303 4.08844 0.02 0.00 0.03 0.063
H -2.10550 1.00978 2.52807 -0.02 0.05 0.01 0.054
H -2.39549 1.66872 0.92770 0.03 0.01 0.08 0.048
F 1.32258 -4.89745 2.56229 -0.10 0.05 -0.17 0.106
B 0.52967 -4.57793 1.45802 -0.04 -0.07 0.03 -1.262
F 0.25404 -5.72565 0.68370 0.08 0.09 0.14 0.081
F -0.70168 -3.99698 1.87742 0.22 -0.08 -0.18 0.032
F 1.19638 -3.62972 0.62908 -0.04 -0.08 0.10 0.053
F -6.85476 -1.56079 1.22669 -0.16 0.04 -0.05 0.123
C -5.69129 -1.37225 0.60212 0.29 0.01 0.13 -0.669
F -5.43891 -0.06478 0.56694 -0.13 0.01 0.01 0.129
F -5.78720 -1.81781 -0.63894 -0.04 -0.03 -0.10 0.139
S -4.31941 -2.23122 1.56478 0.36 0.09 0.07 0.590
O -3.34027 -1.17214 1.74190 -0.04 -0.45 -0.26 -0.389
O -4.94597 -2.75564 2.74478 -0.05 0.12 -0.06 -0.284
N -3.69493 -3.31345 0.58567 -0.41 -0.06 0.11 -0.308
S -4.51162 -4.67068 0.36133 0.04 0.26 -0.11 0.591
O -3.99617 -5.36266 -0.78283 0.09 0.16 -0.02 -0.291
O -5.93487 -4.50947 0.48961 0.04 -0.06 0.00 -0.297
C -4.01970 -5.77229 1.79809 0.12 0.09 -0.22 -0.667
F -3.31511 -6.80834 1.33557 -0.02 -0.09 0.10 0.122
F -3.29178 -5.14132 2.70124 -0.02 -0.01 0.12 0.142
F -5.12342 -6.25091 2.38197 -0.03 -0.11 0.15 0.116
```
Forces are in eV/Å.

The calculation puts the orbital gap at 7.120 eV. Its largest force on an atom is 0.846 eV/Å. The total charge is -2. Its total energy is -145075.41698 eV. As for the energy above the lowest of the compared OMol25 structures with the same formula, charge and spin: 0.000 eV. The value obtained for the HOMO energy is -3.452 eV.



# C40H43BrGeIN5O3ReSSbSe5

A structure of composition C40H43BrGeIN5O3ReSSbSe5 at a distorted geometry (the ωB97M-V functional and the def2-TZVPD basis, the OMol25 dataset).

The geometry in XYZ format:
```
102
Properties=species:S:1:pos:R:3:forces:R:3:lowdin_spin:R:1
Re 0.04638 -0.43897 2.95810 -0.58 0.68 -0.79 0.003
O -2.52080 0.93247 8.46949 -0.02 -0.01 -0.12 0.000
C -2.09351 0.60820 7.23916 -0.04 0.03 0.19 0.000
C -2.90847 0.60445 6.11109 0.02 -0.02 -0.09 0.000
C -2.36672 0.25229 4.89374 -0.07 -0.09 0.00 0.000
N -1.07932 -0.09684 4.74286 -0.13 0.10 0.21 0.000
C -0.32684 -0.06987 5.84524 0.07 0.04 0.04 0.000
Br 1.47178 -0.50937 5.44829 0.07 -0.07 0.03 0.000
C -0.75121 0.25859 7.10595 -0.01 -0.05 -0.10 0.000
H -3.45726 1.16824 8.46139 0.05 -0.01 0.00 0.000
H -3.95326 0.87542 6.17239 -0.03 0.01 0.00 0.000
H -2.96784 0.23532 3.99439 -0.01 0.03 0.00 0.000
H -0.08749 0.25550 7.95615 0.03 0.01 0.02 0.000
C -1.01738 -6.15950 -5.73036 -0.01 -0.02 0.00 0.016
C -0.43544 -5.40084 -4.57586 0.00 0.00 0.03 0.086
C -0.40269 -5.95313 -3.29803 0.00 0.03 -0.07 -0.006
C 0.13657 -5.26926 -2.22362 0.00 -0.01 0.02 0.066
C 0.12138 -5.91547 -0.86667 0.04 0.06 0.00 0.008
C 0.68046 -3.98216 -2.43937 -0.04 0.12 0.06 0.067
Se 1.42629 -3.01012 -1.04039 0.16 -0.11 -0.16 0.622
C 0.63930 -3.39503 -3.73151 0.00 -0.02 0.02 0.061
C 1.15551 -2.00952 -4.00142 0.01 -0.04 0.07 0.007
C 0.08384 -4.12008 -4.76673 -0.04 -0.05 0.00 -0.010
H -1.41878 -7.12035 -5.41517 0.00 -0.01 0.00 0.000
H -0.25768 -6.34110 -6.49176 0.01 0.00 -0.02 0.005
H -1.81960 -5.59152 -6.20273 -0.01 0.02 -0.01 0.004
H -0.81039 -6.94362 -3.13910 -0.02 -0.03 -0.01 -0.002
H -0.31863 -6.90816 -0.92310 -0.02 -0.04 -0.01 0.000
H -0.46463 -5.32010 -0.16337 -0.01 0.01 0.01 0.002
H 1.12978 -6.00609 -0.46063 0.01 0.00 0.00 0.004
H 2.22007 -1.93375 -3.77533 0.01 0.00 0.01 0.003
H 0.64676 -1.26867 -3.38136 -0.02 -0.01 -0.01 0.002
H 1.00458 -1.74449 -5.04538 0.00 0.01 -0.04 0.000
H 0.04840 -3.67804 -5.75517 -0.01 0.00 -0.04 -0.002
I -0.55125 -6.13707 5.27771 -0.02 -0.07 0.06 0.000
C -0.15239 -4.58687 3.99763 0.00 0.06 -0.07 0.000
C 0.43113 -4.65105 2.74494 -0.05 -0.01 -0.04 0.000
N 0.49580 -3.40896 2.26777 0.09 -0.03 0.04 0.001
N -0.02477 -2.51862 3.13466 0.21 -0.19 0.01 0.000
C -0.42532 -3.23850 4.18955 -0.16 0.08 0.02 0.000
H 0.77915 -5.49020 2.16805 0.03 -0.02 -0.01 0.000
H 0.84836 -3.12869 1.35376 0.03 0.20 0.01 0.003
H -0.90620 -2.76055 5.02542 0.02 0.02 0.03 0.000
C 3.74917 3.79240 2.93829 0.05 -0.03 0.00 0.000
N 2.67195 2.84473 3.14349 -0.09 -0.40 0.16 0.000
C 1.39558 3.17478 3.15891 -0.06 0.15 -0.19 0.000
N 1.05316 4.47127 3.09523 0.10 -0.26 0.06 0.000
S 0.07221 2.07626 3.29729 0.13 -0.21 0.28 -0.001
H 4.67173 3.23267 2.81605 0.01 0.00 0.00 0.000
H 3.86455 4.46010 3.79368 -0.02 0.03 0.01 0.000
H 3.58989 4.38349 2.03279 -0.01 0.00 -0.01 0.000
H 2.88515 1.84000 3.14983 -0.08 0.29 -0.25 0.000
H 1.73896 5.18310 2.91607 0.04 0.04 0.01 0.000
H 0.08706 4.69810 2.91918 0.01 0.00 -0.07 0.000
Se -3.52487 4.21516 -2.55682 0.02 -0.12 0.09 0.000
Sb -4.28783 2.46182 -1.21837 0.15 0.16 0.05 0.000
Se -4.65203 0.28137 -2.40649 -0.13 -0.01 0.04 0.000
Se -5.01083 2.46168 1.00462 0.03 -0.02 -0.12 0.000
Se -1.65630 -0.04133 1.39102 0.30 -0.23 0.55 0.004
O 2.85551 0.24188 2.40126 0.12 -0.02 -0.04 0.001
C 2.38033 -0.14594 1.32433 0.18 -0.19 0.19 0.000
O 1.33104 -0.88372 1.28674 -0.13 0.18 0.23 0.005
C 2.90765 0.31298 -0.00849 -0.02 -0.12 -0.01 0.000
C 2.24949 1.66987 -0.31223 0.03 0.04 -0.02 0.000
Ge 0.50962 1.92781 -1.22663 0.04 -0.17 0.03 0.000
C -0.14095 3.57692 -0.42560 -0.09 0.12 0.02 0.000
C -1.13388 3.60113 0.55022 -0.08 0.02 -0.09 0.000
C -1.55822 4.79929 1.11120 -0.06 -0.02 -0.07 0.000
C -0.97662 5.99473 0.71464 -0.01 0.03 -0.01 0.000
C 0.03090 5.98702 -0.24106 0.03 0.00 -0.01 0.000
C 0.44280 4.78753 -0.80694 -0.04 0.02 0.06 0.000
C -0.89529 0.52731 -1.31536 0.03 -0.07 -0.02 0.001
C -1.70798 0.61489 -2.37465 -0.12 0.09 -0.03 0.001
C -2.76428 -0.38571 -2.70431 -0.01 0.01 -0.08 0.000
C -2.64807 -1.65703 -1.94305 0.01 0.00 0.02 -0.001
C -1.86503 -1.75869 -0.87717 0.11 0.06 -0.06 0.009
C -1.00243 -0.64487 -0.39559 -0.01 -0.20 0.06 0.021
C 0.95836 2.23963 -3.09571 0.09 0.01 -0.07 0.000
C 0.32938 3.20380 -3.88034 -0.01 -0.05 -0.05 0.000
C 0.65710 3.35152 -5.22283 -0.03 0.02 0.03 0.000
C 1.62119 2.53749 -5.79726 0.01 -0.01 -0.01 0.000
C 2.25868 1.57309 -5.02874 -0.01 0.00 0.02 0.000
C 1.92902 1.42986 -3.68870 0.01 0.04 -0.03 0.000
H 2.66011 -0.43321 -0.76227 0.05 0.00 -0.04 0.000
H 3.99225 0.41227 0.04201 -0.02 0.07 0.05 0.000
H 2.91270 2.25085 -0.95932 -0.01 0.01 0.00 0.000
H 2.15664 2.24307 0.61210 0.07 0.02 0.03 0.000
H -1.60059 2.67922 0.87853 -0.02 0.02 -0.04 0.000
H -2.36334 4.79541 1.83490 -0.04 -0.01 0.04 0.000
H -1.32016 6.93200 1.13270 -0.01 0.02 0.01 0.000
H 0.48121 6.91765 -0.56151 0.00 0.01 -0.01 0.000
H 1.21453 4.80416 -1.56847 0.01 -0.01 -0.02 0.000
H -1.59195 1.42642 -3.08536 -0.05 0.02 -0.03 0.000
H -2.79767 -0.55598 -3.78050 0.08 -0.02 0.01 0.000
H -3.23760 -2.50129 -2.27879 -0.04 0.00 0.01 0.000
H -1.81606 -2.69180 -0.32523 0.02 0.00 0.00 0.002
H -0.01005 -1.00894 -0.14265 -0.07 0.02 -0.05 0.018
H -0.43280 3.84122 -3.44784 -0.03 0.04 0.03 0.000
H 0.15873 4.10455 -5.81927 -0.01 0.01 0.00 0.000
H 1.87889 2.65646 -6.84123 0.00 0.00 -0.02 0.000
H 3.01294 0.93676 -5.47372 0.01 -0.01 0.00 0.000
H 2.43866 0.67083 -3.10324 0.01 0.00 0.02 0.000
```
Forces are in eV/Å.

The calculation puts the orbital gap (alpha / beta) at 6.368 / 5.667 eV. Its largest force on an atom is 1.192 eV/Å. The total charge is +1. Its total energy is -536659.68137 eV. The value obtained for the HOMO energy (alpha / beta) is -9.802 / -9.805 eV. Its spin multiplicity is 2.